No. 1
Here is a gas-phase ion, C3H4FO2 (charge +1) at a distorted geometry from the Open Molecules 2025 dataset. Energies are from ωB97M-V/def2-TZVPD.

XYZ file:
```
10
Properties=species:S:1:pos:R:3:nbo_charge:R:1
C 1.521 1.167 -0.878 0.430
C -0.713 0.294 0.190 0.798
C -0.902 -1.252 0.698 -0.010
O -1.399 1.215 0.043 -0.344
O 0.855 0.240 -0.483 -0.438
F -2.033 -1.206 1.428 -0.282
H 2.351 0.935 -1.424 0.194
H 1.220 2.154 -0.645 0.184
H -0.845 -1.912 -0.177 0.238
H -0.057 -1.635 1.247 0.229
```

For the energy relative to the best compared isomer or geometry (same formula, charge and spin), the calculation gives 2.6 kcal per mole. For the LUMO energy, the calculation gives -6.238 eV. Its net charge is +1. The frontier orbital gap comes out at 11.15 eV. The energy is -366.68353 a.u. The HOMO energy is -17.386 eV.

No. 2
Here is 11 unconnected molecules or ions with the total composition C7H30O10 at a distorted geometry from the Open Molecules 2025 dataset. Energies are from ωB97M-V/def2-TZVPD.

XYZ file:
```
47
Properties=species:S:1:pos:R:3:nbo_charge:R:1
C -2.970 -1.839 -1.511 -0.402
C -2.190 -1.041 -0.776 -0.230
C -0.891 -0.619 -1.464 -0.194
C 0.182 -1.408 -1.424 -0.037
C 1.398 -0.845 -2.094 -0.647
C 0.329 -2.624 -0.614 -0.253
C 1.479 -3.307 -0.540 -0.367
H -2.632 -1.942 -2.542 0.209
H -3.907 -2.292 -1.326 0.202
H -2.201 -0.558 0.186 0.208
H -0.974 0.346 -1.916 0.207
H 1.252 -0.095 -2.885 0.236
H 2.023 -0.254 -1.379 0.214
H 2.060 -1.608 -2.530 0.210
H -0.615 -2.997 -0.197 0.235
H 2.380 -3.143 -1.131 0.195
H 1.706 -4.082 0.177 0.201
O -0.225 2.243 -3.537 -1.000
H 0.189 2.878 -4.142 0.487
H -0.217 2.577 -2.616 0.517
O -1.929 0.618 -4.867 -0.986
H -1.354 1.040 -4.199 0.506
H -2.702 1.138 -5.086 0.463
O 0.368 0.805 2.289 -0.957
H 0.445 1.718 1.977 0.496
H -0.568 0.684 2.464 0.460
O 3.171 -0.615 3.801 -0.955
H 2.738 -1.367 4.235 0.482
H 2.691 -0.583 2.959 0.467
O -0.734 -1.997 2.305 -0.963
H -1.379 -1.388 2.675 0.470
H -0.128 -1.587 1.680 0.498
O -1.281 2.858 -1.156 -0.994
H -2.070 2.353 -1.481 0.503
H -1.650 3.739 -1.028 0.474
O 1.159 2.667 4.020 -0.968
H 2.016 3.085 3.881 0.480
H 1.350 1.744 4.212 0.488
O 0.839 -2.054 5.032 -0.959
H 0.746 -2.459 4.158 0.490
H 0.435 -1.183 5.011 0.475
O -3.400 1.535 -2.014 -0.954
H -3.737 0.798 -1.486 0.497
H -3.305 1.119 -2.883 0.495
O 3.972 2.652 2.298 -0.946
H 4.671 2.179 1.840 0.479
H 3.459 3.112 1.623 0.468
```

Its SMILES is C=C/C=C(/C)C=C.O.O.O.O.O.O.O.O.O.O. For the energy relative to the best compared isomer or geometry (same formula, charge and spin), the calculation gives 74.9 kcal per mole. For the LUMO energy, the calculation gives 0.019 eV. The frontier orbital gap comes out at 8.78 eV. The energy is -1037.01616 a.u. The HOMO energy is -8.765 eV.

No. 3
Here is a gas-phase ion, C6H14P (charge +1) at a distorted geometry from the Open Molecules 2025 dataset. Energies are from ωB97M-V/def2-TZVPD.

XYZ file:
```
21
Properties=species:S:1:pos:R:3:nbo_charge:R:1
C 0.910 -0.608 1.775 -0.700
C -0.929 -0.084 -0.326 -0.081
C -1.794 1.037 0.141 -0.717
C 1.376 1.830 -0.088 -0.868
C 1.691 -1.060 -0.991 -0.944
C -1.660 -1.362 -0.403 -0.697
P 0.801 0.053 0.198 1.402
H 0.396 -1.627 1.922 0.253
H 0.621 0.072 2.691 0.259
H -2.692 0.679 0.581 0.251
H -2.302 1.522 -0.655 0.271
H -1.211 1.816 0.690 0.230
H 0.517 2.452 0.019 0.251
H 1.621 1.850 -1.166 0.269
H 2.155 2.040 0.601 0.268
H 2.610 -0.570 -1.473 0.277
H 1.111 -1.240 -1.828 0.261
H 2.191 -1.818 -0.499 0.267
H -2.390 -1.123 -1.137 0.259
H -2.002 -1.551 0.601 0.249
H -1.019 -2.306 -0.652 0.239
```

For the energy relative to the best compared isomer or geometry (same formula, charge and spin), the calculation gives 102.2 kcal per mole. For the LUMO energy (spin up / spin down), the calculation gives -4.923 / -5.709 eV. Its net charge is +1. The frontier orbital gap (spin up / spin down) comes out at 9.23 / 7.21 eV. The energy is -577.97516 a.u. The HOMO energy (spin up / spin down) is -14.152 / -12.923 eV.

No. 4
Here is C4H8O3 in the gas phase at a distorted geometry from the Open Molecules 2025 dataset. Energies are from ωB97M-V/def2-TZVPD.

XYZ file:
```
15
Properties=species:S:1:pos:R:3:nbo_charge:R:1
C -2.116 0.037 -0.319 -0.605
C -0.776 0.679 -0.014 -0.405
C 0.266 -0.295 0.413 0.117
O -0.165 -1.558 0.758 -0.688
C 1.574 -0.043 0.222 0.485
O 2.517 -1.000 0.495 -0.701
O 2.043 1.017 -0.480 -0.702
H -2.514 -0.429 0.579 0.222
H -2.008 -0.745 -1.068 0.215
H -2.825 0.783 -0.670 0.209
H -0.880 1.476 0.727 0.215
H -0.354 1.285 -0.925 0.154
H 0.619 -2.099 0.918 0.492
H 3.373 -0.622 0.260 0.497
H 1.248 1.512 -0.895 0.494
```

Its SMILES is CCC(O)=C(O)O. For the energy relative to the best compared isomer or geometry (same formula, charge and spin), the calculation gives 46.7 kcal per mole. For the LUMO energy, the calculation gives 0.594 eV. The frontier orbital gap comes out at 8.06 eV. The energy is -382.89043 a.u. The HOMO energy is -7.467 eV.

No. 5
Here is 2 unconnected molecules or ions with the total composition C4H10N2 at a distorted geometry from the Open Molecules 2025 dataset. Energies are from ωB97M-V/def2-TZVPD.

XYZ file:
```
16
Properties=species:S:1:pos:R:3:nbo_charge:R:1
H -4.696 -3.314 -0.399 0.337
N -4.659 -3.739 0.571 -0.735
C -3.438 -3.902 0.938 0.260
N -3.228 -4.483 2.129 -0.845
H -2.547 -3.534 0.360 0.160
H -4.143 -4.613 2.806 0.417
H -2.323 -4.966 2.431 0.406
C 3.443 4.147 -1.757 -0.410
C 3.007 3.592 -0.661 -0.179
C 2.130 2.416 -0.599 -0.666
H 4.084 5.022 -1.657 0.195
H 3.603 3.514 -2.672 0.205
H 3.444 3.786 0.317 0.201
H 1.081 2.637 -0.263 0.228
H 2.451 1.571 0.035 0.218
H 1.792 1.864 -1.580 0.209
```

Its SMILES is [H]/N=C/N.C=CC. For the energy relative to the best compared isomer or geometry (same formula, charge and spin), the calculation gives 60.7 kcal per mole. For the LUMO energy, the calculation gives 1.013 eV. The frontier orbital gap comes out at 10.03 eV. The energy is -267.82855 a.u. The HOMO energy is -9.018 eV.

No. 6
Here is 17 unconnected molecules or ions with the total composition C2H39N2O16 at a distorted geometry from the Open Molecules 2025 dataset. Energies are from ωB97M-V/def2-TZVPD.

XYZ file:
```
59
Properties=species:S:1:pos:R:3:nbo_charge:R:1
C -0.710 0.875 2.771 -0.433
N 1.245 3.635 1.595 -0.725
C 0.690 2.669 2.304 0.381
N 0.072 1.638 1.781 -0.518
H -0.838 1.459 3.666 0.208
H -0.165 -0.029 3.030 0.224
H -1.597 0.395 2.363 0.254
H 1.453 3.429 0.622 0.446
H 1.672 4.427 2.033 0.414
H 0.482 2.841 3.354 0.229
H 0.226 1.273 0.845 0.458
H -4.042 0.911 -2.600 0.459
H -2.673 0.183 -2.688 0.507
O -3.538 0.177 -2.227 -1.061
H -0.644 -2.511 -0.241 0.509
H 0.567 -3.168 -1.007 0.464
O 0.330 -2.468 -0.398 -1.058
H 0.808 0.743 5.485 0.507
H 2.207 1.225 4.817 0.479
O 1.343 1.472 5.129 -0.996
H -0.023 -1.362 5.697 0.484
H 1.035 -1.369 4.509 0.508
O 0.216 -0.982 4.849 -0.980
H -1.666 1.123 -0.339 0.484
H -3.114 0.620 -0.379 0.509
O -2.301 0.605 0.169 -1.020
H 2.926 -2.655 3.102 0.486
H 1.974 -1.583 2.315 0.496
O 2.066 -2.411 2.777 -0.983
H -2.096 -2.320 -5.007 0.440
H -2.285 -2.011 -3.470 0.477
O -1.690 -1.912 -4.233 -1.177
H 3.211 0.049 0.736 0.489
H 2.841 -1.306 0.433 0.470
O 3.458 -0.836 1.008 -0.979
H 0.398 -1.082 -5.015 0.476
H 0.548 -2.114 -3.927 0.477
O 0.693 -1.175 -4.100 -1.085
H -0.028 2.166 -1.947 0.518
H -0.995 3.214 -1.421 0.461
O -0.078 2.934 -1.341 -1.022
H 0.968 -0.831 -0.241 0.509
H 1.586 0.044 -1.433 0.500
O 1.325 0.032 -0.505 -1.051
H -0.345 -0.295 -2.601 0.495
H -0.768 -0.332 -1.237 0.487
O -0.931 0.223 -2.016 -1.026
H -2.516 -1.370 0.474 0.495
H -2.879 -2.561 -0.289 0.498
O -2.168 -2.258 0.301 -0.989
H 2.719 1.500 -0.590 0.505
H 4.160 1.871 -0.041 0.486
O 3.231 1.841 0.152 -0.986
H -3.351 -3.652 -2.221 0.456
H -3.891 -2.225 -2.569 0.482
O -3.196 -2.707 -2.097 -1.085
H 1.147 0.562 -3.544 0.502
H 1.573 2.054 -3.596 0.482
O 1.358 1.333 -2.997 -1.042
```

Its spin multiplicity is 2. For the LUMO energy (spin up / spin down), the calculation gives 0.066 / 0.017 eV. As for the expectation value of S²: 0.75. The frontier orbital gap (spin up / spin down) comes out at 2.16 / 10.58 eV. The energy is -1412.82667 a.u. The HOMO energy (spin up / spin down) is -2.099 / -10.567 eV.